# 1
Density functional theory data (wB97M-V/def2-TZVPD) for a 4-piece molecular cluster, C3H12O4S overall at a distorted geometry.

XYZ file:
```
20
Properties=species:S:1:pos:R:3:forces:R:3
C -0.39454 1.11787 -0.02362 0.414 -0.613 0.786
O 0.91013 1.55205 -0.15378 -0.360 0.000 -0.542
C -0.50417 -0.41006 0.38619 0.266 1.391 -0.631
C -1.89508 -0.95826 0.09691 0.558 -1.543 0.955
S -2.12769 -2.78462 0.50637 0.281 0.476 -0.117
H -0.90285 1.73089 0.74681 -0.466 -0.015 0.156
H -0.98682 1.24930 -0.94499 -0.046 -0.007 -0.176
H -0.24944 -0.54473 1.44808 -0.113 0.038 -0.225
H 0.33824 -0.81199 -0.19515 -0.432 -0.519 -0.037
H -2.18531 -0.90139 -0.94038 -0.030 0.591 -0.297
H -2.56221 -0.41540 0.76202 -0.403 0.214 -0.287
H 0.81686 1.96160 2.11983 0.566 -0.047 -0.044
H 1.88546 1.21851 1.41767 -0.378 0.723 0.148
O 1.73925 1.69404 2.27282 -0.042 -0.375 0.381
H 0.90203 1.60416 -2.89656 0.050 -0.021 0.062
H 1.03363 2.18654 -1.40195 0.779 -0.635 -0.618
O 1.30825 2.35766 -2.45959 -0.448 0.435 0.373
H 0.19796 -3.34773 -0.22626 -0.103 -0.825 0.149
H 1.54315 -2.82260 -0.20645 0.775 0.474 0.069
O 1.13315 -3.67584 -0.30798 -0.869 0.259 -0.108
```
Forces are in eV/Å.

Total energy   -820.6182 hartree
Gap between HOMO and LUMO   6.19 eV
Total charge   -2
HOMO energy   -0.1 eV

---

# 2
Density functional theory data (wB97M-V/def2-TZVPD) for C7H11NO7 as an isolated structure at a distorted geometry.

XYZ file:
```
26
Properties=species:S:1:pos:R:3:forces:R:3
C -3.32197 -0.65431 -0.36043 1.605 -0.813 2.243
C -1.37932 0.58534 0.94712 -1.672 -0.086 -0.964
C 0.22684 -1.65906 -0.28385 -0.576 -1.847 1.902
C -1.81015 -0.32170 -0.25009 -1.962 1.562 -1.176
C 1.03553 -0.48119 -0.62714 -0.710 2.368 0.064
C -0.65172 1.29128 -0.13201 0.586 -1.708 -1.814
C 2.22569 -0.10720 0.21139 2.338 1.718 -4.011
N -1.60899 0.87126 -1.16877 2.336 -0.393 0.372
O -3.75997 -1.50590 0.36616 -0.755 -0.003 -0.620
O -3.92252 0.14762 -1.18117 -3.841 -2.265 0.386
O -1.13637 -1.45521 -0.53169 0.190 -1.989 -1.341
O -2.46817 1.36140 1.50393 0.780 -0.246 -2.032
O 0.30164 -2.05619 1.08561 1.905 0.958 0.295
O 1.04888 -0.36016 -2.02424 0.685 -0.072 0.998
O -0.23949 2.54148 -0.13254 0.753 1.123 0.289
H -0.88187 0.01367 1.65588 1.182 -0.453 1.577
H 0.62697 -2.61728 -0.74415 -0.968 1.315 -0.767
H 2.43011 1.04432 0.09672 -0.346 -2.274 0.667
H 3.23888 -0.66583 0.01314 -1.603 0.879 -0.596
H 2.06782 -0.49133 1.12878 -0.942 -0.315 3.559
H -1.22319 0.70035 -2.11992 -0.006 -0.063 0.899
H -3.25598 0.74570 -1.40150 2.121 2.686 -1.138
H -2.43746 1.28522 2.43461 -0.013 -0.208 1.519
H -0.56123 -2.21598 1.43010 -1.107 -0.273 0.046
H 1.97988 -0.47044 -2.25719 -0.052 0.240 -0.449
H -0.83655 3.05058 0.43601 0.073 0.160 0.092
```
Forces are in eV/Å.

Total energy   -854.6002 hartree
Gap between HOMO and LUMO (spin up / spin down)   8.12 / 8.06 eV
Total charge   0
HOMO energy (spin up / spin down)   -8.0 / -8.0 eV